Record 1
Formula: C11H7BCl4NO3
Source: OMol25
Level of theory: ωB97M-V/def2-TZVPD

Each line ends with the Löwdin charge.
CARTESIAN COORDINATES (ANGSTROEM)
Cl: 2.04107 -3.38742 -2.46656  0.433
B: 0.77406 -2.03043 -2.73864  -1.845
Cl: 1.09671 -1.21149 -4.36971  0.457
Cl: -0.94169 -2.75907 -2.66220  0.475
O: 1.00785 -1.04453 -1.56979  -0.090
C: 0.20925 -0.18375 -1.04124  -0.143
C: 0.85668 0.91911 -0.28622  -0.160
C: 0.29324 2.20085 -0.30593  -0.005
C: 0.83703 3.20333 0.50383  -0.105
C: 1.92213 2.94418 1.33381  -0.708
Cl: 2.46305 4.13952 2.43111  0.665
C: 2.52694 1.69014 1.28103  -0.094
C: 2.02566 0.67584 0.45341  0.015
H: -0.78592 0.01256 -1.46211  0.122
H: -0.57584 2.36608 -0.93745  0.121
H: 0.40117 4.19519 0.50120  0.098
H: 3.39380 1.50533 1.89477  0.097
H: 2.50512 -0.29760 0.40678  0.129
N: -1.12309 -0.78888 0.37074  0.112
C: -2.45307 -0.39294 0.23885  -0.470
O: -2.88285 0.54458 -0.42060  0.044
C: -3.25479 -1.35082 1.07490  0.017
C: -2.41331 -2.23133 1.62819  0.017
C: -1.00933 -1.90297 1.20182  -0.457
O: 0.02221 -2.47294 1.53164  0.064
H: -4.33828 -1.26026 1.12939  0.106
H: -2.59781 -3.08226 2.27900  0.106

Calculated total energy (Ha): -2569.71260
Kohn-Sham gap (eV): 9.1
Net charge: -1
HOMO energy (eV): -6.446
Multiplicity: 1



Record 2
Formula: C3H10NO2P
Source: OMol25
Level of theory: ωB97M-V/def2-TZVPD

Each line ends with the Löwdin charge.
CARTESIAN COORDINATES (ANGSTROEM)
C: 2.02586 -0.65744 -0.95351  -0.110
C: 1.25526 -0.13535 0.29316  -0.226
C: -0.17627 0.47062 -0.09209  -0.498
N: -0.48577 1.60590 0.65051  -0.007
P: -1.64529 -0.57725 -0.07409  0.565
O: -2.70518 -0.20118 -1.04332  -0.369
O: -2.12576 -0.51292 1.44864  -0.217
H: 1.31196 -1.47554 -1.43151  0.117
H: 2.84665 -1.11446 -0.53420  0.027
H: 2.30748 0.09803 -1.64811  0.056
H: 1.71984 0.68665 0.72215  0.063
H: 1.26240 -1.00953 1.04690  0.127
H: 0.03738 0.77226 -1.14264  0.129
H: -1.04152 1.52233 1.50788  0.086
H: -0.16889 2.49949 0.35056  0.082
H: -1.41460 -1.94705 -0.33597  0.051
H: -3.00355 -0.02456 1.23563  0.125

Calculated total energy (Ha): -666.90178
Kohn-Sham gap (eV): 9.9
Net charge: 0
SMILES: CC[C@H](N)[P@H](=O)O
HOMO energy (eV): -9.054
Multiplicity: 1



Record 3
Formula: C28H37AgN7OS
Source: OMol25
Level of theory: ωB97M-V/def2-TZVPD

Each line ends with the Löwdin charge.
CARTESIAN COORDINATES (ANGSTROEM)
Ag: 1.99555 0.41253 0.08360  0.581
C: 2.48937 0.19807 3.53952  -0.230
C: 1.65491 -1.00029 3.09215  -0.243
N: 2.01419 -1.48135 1.76171  -0.143
C: 3.23745 -2.25221 1.68662  -0.172
C: 4.47514 -1.38778 1.54687  -0.275
C: 5.70809 -1.86156 1.97111  -0.042
C: 6.82210 -1.04751 1.83268  -0.070
C: 6.64569 0.22104 1.30143  -0.040
C: 5.37540 0.62099 0.90858  -0.255
C: 5.16112 2.01823 0.33845  -0.174
N: 3.78621 2.44879 0.35400  -0.106
C: 3.34424 3.22964 1.49091  -0.225
C: 3.26209 2.39556 2.77169  -0.228
N: 2.32846 1.29875 2.61101  -0.095
N: 4.31844 -0.18479 0.99836  0.132
H: 3.54813 -0.07470 3.55341  0.103
H: 2.20541 0.45607 4.57345  0.113
H: 0.60945 -0.69260 3.04492  0.048
H: 1.74380 -1.79664 3.84973  0.111
H: 1.22883 -2.01153 1.40197  0.055
H: 3.18166 -2.89414 0.80269  0.128
H: 3.37142 -2.90904 2.56196  0.114
H: 5.78946 -2.84461 2.41831  0.105
H: 7.79801 -1.38312 2.15877  0.100
H: 7.48614 0.89825 1.20601  0.107
H: 5.51044 1.99724 -0.69743  0.128
H: 5.81805 2.71423 0.88704  0.113
H: 3.50616 2.88684 -0.51113  0.077
H: 2.34242 3.59264 1.25002  0.111
H: 3.99844 4.09912 1.68508  0.104
H: 3.00101 3.06239 3.60892  0.110
H: 4.24774 1.97104 2.98749  0.105
H: 1.36871 1.63054 2.61145  0.110
C: -5.30628 2.03514 -0.46624  -0.109
C: -5.20688 0.74745 -1.28574  -0.232
C: -3.76482 0.36050 -1.59435  -0.182
N: -3.04973 0.06697 -0.36249  0.002
C: -1.85275 -0.60556 -0.33541  -0.795
S: -0.72113 -0.22870 0.85985  0.666
N: -1.65711 -1.67284 -1.17473  0.111
C: -2.57974 -2.51912 -1.77611  -0.405
O: -2.27598 -3.11433 -2.83095  0.051
C: -3.87561 -2.70719 -1.10467  -0.158
C: -4.96813 -3.13390 -1.87707  -0.019
C: -6.20483 -3.34939 -1.29869  -0.088
C: -6.38211 -3.17621 0.07182  -0.093
C: -5.29199 -2.80478 0.85534  -0.083
C: -4.05738 -2.56272 0.28100  -0.027
H: -6.33163 2.40773 -0.44144  0.064
H: -4.66924 2.81179 -0.89718  0.079
H: -4.99415 1.86888 0.56627  0.064
H: -5.74046 0.87350 -2.23159  0.109
H: -5.68120 -0.07499 -0.74420  0.096
H: -3.26766 1.17031 -2.14694  0.120
H: -3.75079 -0.52824 -2.22544  0.106
H: -3.03054 0.82995 0.29476  0.095
H: -0.71455 -1.75304 -1.52793  0.130
H: -4.81142 -3.28560 -2.93776  0.119
H: -7.04336 -3.65110 -1.91665  0.099
H: -7.35409 -3.32889 0.52582  0.096
H: -5.40916 -2.69741 1.92777  0.101
H: -3.21960 -2.28768 0.90923  0.106
N: 1.27074 1.72553 -1.31779  -0.180
C: 0.42687 1.59873 -2.32195  -0.599
C: 0.25028 0.39750 -3.08877  -0.138
C: -0.66432 0.29475 -4.11174  -0.175
C: -1.45860 1.38614 -4.46810  -0.213
C: -1.30365 2.58763 -3.77222  -0.192
C: -0.39361 2.70189 -2.74540  -0.113
H: 0.88555 -0.44264 -2.82144  0.056
H: -0.78528 -0.64788 -4.63406  0.081
H: -2.18692 1.29741 -5.26412  0.055
H: -1.91927 3.44153 -4.04008  0.074
H: -0.28320 3.63878 -2.21195  0.066

Calculated total energy (Ha): -2092.80416
Kohn-Sham gap (alpha / beta) (eV): 3.6 / 3.6
Net charge: -1
HOMO energy (alpha / beta) (eV): -1.252 / -1.251
Multiplicity: 1